Formula: C23H42CoN3OP2
Source: the OMol25 dataset
Level of theory: ωB97M-V/def2-TZVPD

Cartesian coordinates (Å):
Co 0.000 0.000 0.000
P -0.023 -0.172 -2.214
P -0.103 -0.473 2.169
N -0.350 -2.222 -0.207
C -0.916 -1.806 -2.565
H -1.775 -1.634 -3.235
H -0.228 -2.493 -3.090
C -1.389 -2.430 -1.244
H -2.313 -1.941 -0.892
H -1.600 -3.511 -1.379
C -0.538 -2.959 1.075
H 0.454 -3.327 1.389
H -1.180 -3.846 0.911
C -1.116 -2.051 2.161
H -1.147 -2.573 3.134
H -2.147 -1.758 1.901
C -0.960 0.660 3.410
C -1.825 1.741 2.741
H -2.791 1.343 2.385
H -1.296 2.201 1.889
H -2.042 2.542 3.471
C 1.483 -0.977 3.050
C 2.459 0.211 3.077
H 3.467 -0.117 2.764
H 2.548 0.634 4.094
H 2.124 1.008 2.393
C 1.569 -0.380 -3.203
C 2.153 0.996 -3.558
H 3.236 0.949 -3.777
H 1.993 1.696 -2.718
H 1.656 1.401 -4.458
C -1.079 1.032 -3.206
C -0.689 2.499 -2.965
H -1.527 3.159 -3.257
H 0.194 2.795 -3.555
H -0.462 2.679 -1.904
C 0.756 1.587 0.097
C 1.304 -1.611 4.436
H 0.274 -1.478 4.814
H 1.528 -2.692 4.436
H 1.984 -1.131 5.164
C 1.289 -1.192 -4.478
H 1.797 -0.736 -5.345
H 1.664 -2.225 -4.360
H 0.212 -1.249 -4.704
C -1.186 0.693 -4.700
H -1.874 1.398 -5.201
H -0.207 0.774 -5.202
H -1.573 -0.328 -4.871
C 0.089 1.298 4.337
H 0.864 1.849 3.780
H -0.390 2.013 5.027
H 0.585 0.513 4.938
H -1.619 0.007 4.013
H -2.070 0.879 -2.734
H 1.900 -1.729 2.354
H 2.287 -0.926 -2.562
O 1.326 2.614 0.170
H 0.556 -2.497 -0.599
H 1.607 -0.479 0.067
N -6.586 -0.762 0.560
C -5.627 -0.145 0.365
C -4.431 0.625 0.123
C -4.544 1.978 -0.130
C -3.394 2.712 -0.284
C -2.155 2.078 -0.220
N -1.971 0.717 -0.022
C -3.158 0.025 0.195
H -5.509 2.470 -0.168
H -3.451 3.784 -0.427
H -1.350 2.765 -0.232
H -3.229 -0.987 0.460

The calculation puts the LUMO energy (spin up / spin down) at -6.621 / -8.769 eV. Its charge is +2. The spin multiplicity is 5. Its HOMO energy (spin up / spin down) is -0.5159 / -0.5869 Eh.

=====

Formula: C23H42N2O3P2Pt
Source: the OMol25 dataset
Level of theory: ωB97M-V/def2-TZVPD

Cartesian coordinates (Å):
P 0.639 -2.838 -1.079
P -0.224 2.082 0.331
C 0.863 0.123 -1.421
C 0.941 1.560 -1.042
H 0.006 -0.233 -2.052
H 1.754 -0.439 -1.646
H 1.961 1.686 -0.723
H 0.666 2.298 -1.790
C -1.810 2.542 -0.384
H -2.062 3.560 -0.049
H -2.651 1.890 -0.084
H -1.705 2.511 -1.472
C 1.031 3.241 0.882
H 1.162 3.913 0.015
H 1.994 2.728 1.058
H 0.870 3.847 1.770
C -0.588 -4.123 -1.376
H -0.712 -4.945 -0.654
H -0.401 -4.471 -2.393
H -1.553 -3.590 -1.371
C 2.413 -3.209 -1.130
H 2.943 -2.250 -1.125
H 2.687 -3.767 -2.050
H 2.766 -3.764 -0.240
Pt -0.237 -0.995 -0.138
C 0.411 0.588 -3.905
C -0.896 0.542 -3.559
C -1.893 -0.173 -4.429
C -1.558 -1.661 -4.628
C -0.822 -2.103 -3.423
C 0.537 -2.291 -3.303
C 1.411 -1.696 -4.405
C 1.173 -0.248 -4.878
C 0.058 -2.489 1.298
H 1.051 1.407 -3.578
H -1.336 1.238 -2.831
H -2.042 0.300 -5.413
H -2.852 -0.111 -3.891
H -2.534 -2.176 -4.626
H -1.088 -1.828 -5.614
H -1.552 -2.508 -2.732
H 0.957 -3.294 -3.083
H 1.375 -2.351 -5.313
H 2.452 -1.746 -4.056
H 2.181 0.194 -4.989
H 0.755 -0.219 -5.899
H 0.614 -2.031 2.107
H 0.600 -3.387 0.944
H -0.997 -2.659 1.527
C -0.649 3.678 3.726
C 0.152 2.634 4.446
C -0.241 1.153 4.157
C 0.415 0.186 5.215
C 1.882 0.487 5.420
C -1.746 0.962 4.300
O -2.420 1.279 5.269
N -2.406 0.353 3.233
C -2.033 0.230 1.902
O -2.827 -0.190 1.077
N -0.674 0.534 1.623
C 0.230 0.706 2.753
O 1.434 0.569 2.535
H -0.621 3.585 2.642
H -0.222 4.654 3.950
H -1.685 3.701 4.052
H 1.217 2.736 4.218
H 0.027 2.751 5.531
H -0.166 0.311 6.145
H 0.271 -0.860 4.896
H 2.017 1.371 6.045
H 2.357 -0.360 5.906
H 2.342 0.634 4.437
H -3.410 0.238 3.365

The calculation puts the LUMO energy (spin up / spin down) at 0.474 / 0.306 eV. The value obtained for the energy relative to the best compared isomer or geometry (same formula, charge and spin) is 7.919 eV. Its charge is 0. The spin multiplicity is 3. Its HOMO energy (spin up / spin down) is -0.1876 / -0.1878 Eh.

=====

Formula: C23H42N6O8P
Source: the OMol25 dataset
Level of theory: ωB97M-V/def2-TZVPD

Cartesian coordinates (Å):
C 0.230 -0.760 4.047
C -0.435 0.587 4.217
C 0.030 1.946 3.375
C 0.100 1.711 1.746
C 1.607 1.653 1.029
C 3.028 1.804 1.858
C 3.533 0.237 2.154
C 4.903 0.156 3.055
N 5.518 -1.241 3.277
O 5.528 1.197 3.631
C 1.677 1.435 -0.628
C 3.161 1.428 -1.323
O 3.640 2.636 -1.730
O 4.043 0.264 -1.506
N 3.306 -0.809 -1.848
C 4.314 -1.973 -1.820
C 3.413 -3.336 -2.116
C 0.281 1.239 -1.483
P 0.214 0.926 -3.367
O 1.593 1.241 -4.128
O -0.010 -0.826 -3.561
O -1.013 1.838 -4.217
C -1.138 1.322 -0.620
N -2.442 1.164 -1.368
C -2.702 -0.256 -1.817
C -3.885 -0.936 -0.850
C -4.267 -2.390 -1.570
C -2.963 -3.403 -1.540
N -1.186 1.545 0.907
N -2.473 1.623 1.446
C -2.881 3.067 1.271
C -3.553 3.773 2.588
C -4.259 5.185 2.035
C -3.075 6.170 1.405
H -0.246 -1.650 3.432
H 1.274 -0.996 4.574
H -1.314 0.727 5.007
H 1.020 2.341 3.856
H -0.805 2.778 3.564
H 2.945 2.443 2.841
H 3.888 2.327 1.215
H 3.793 -0.205 1.080
H 2.624 -0.307 2.668
H 4.739 -1.909 3.540
H 5.770 -1.545 2.289
H 2.990 -0.770 -2.854
H 4.892 -2.049 -0.799
H 5.101 -1.833 -2.705
H 2.350 -3.188 -1.628
H 4.006 -4.253 -1.684
H 3.251 -3.460 -3.279
H -0.345 -0.993 -4.491
H -1.547 1.161 -4.745
H -2.571 1.868 -2.126
H -1.727 -0.881 -1.587
H -3.004 -0.339 -2.947
H -3.511 -1.107 0.257
H -4.805 -0.205 -0.857
H -5.238 -2.853 -1.069
H -4.487 -2.116 -2.710
H -2.036 -2.965 -2.151
H -3.216 -4.432 -2.048
H -2.656 -3.558 -0.416
H -2.509 1.297 2.435
H -3.532 3.171 0.280
H -1.879 3.671 1.041
H -4.351 3.125 3.149
H -2.686 4.147 3.320
H -4.870 5.692 2.900
H -4.956 4.851 1.127
H -3.510 7.221 1.047
H -2.264 6.386 2.240
H -2.543 5.712 0.461
C 1.368 -6.875 -2.893
N 0.901 -6.029 -1.762
O 1.494 -6.148 -0.683
O -0.049 -5.270 -1.988
H 2.204 -7.490 -2.552
H 0.530 -7.502 -3.204
H 1.684 -6.206 -3.696

The calculation puts the LUMO energy at -4.906 eV. Its charge is +1. Its HOMO energy is -0.4070 Eh.

=====

Formula: C23H43BF5N5O5P
Source: the OMol25 dataset
Level of theory: ωB97M-V/def2-TZVPD

Cartesian coordinates (Å):
C 4.089 -0.200 1.875
C 4.734 0.223 0.414
P 3.589 1.475 -0.454
C 3.935 1.670 -2.313
C 5.019 0.632 -2.959
C 1.763 1.083 -0.058
C 1.034 -0.383 -0.400
N -0.394 -0.511 0.030
C -1.003 -1.890 -0.333
C -2.568 -1.735 -0.902
C -2.710 -0.673 -2.140
C -3.384 0.769 -1.760
F -2.329 1.808 -1.794
F -4.034 0.838 -0.432
C -4.541 1.225 -2.875
F -4.005 1.208 -4.265
F -5.724 0.358 -2.674
F -4.920 2.640 -2.525
N -1.266 0.308 0.660
C -0.815 1.675 1.014
C 0.715 2.114 0.669
B 1.208 3.644 1.089
O 1.043 4.090 2.518
O 1.759 4.562 0.042
C 0.571 4.792 -0.846
H 3.239 0.521 2.245
H 4.980 -0.157 2.649
H 3.595 -1.283 1.810
H 4.815 -0.757 -0.242
H 5.774 0.738 0.564
H 4.338 2.774 -2.484
H 2.954 1.597 -2.990
H 5.777 1.294 -3.601
H 5.678 0.041 -2.197
H 4.509 -0.090 -3.762
H 1.628 -1.262 -0.946
H -1.091 -2.502 0.687
H -0.312 -2.471 -1.086
H -3.319 -1.582 -0.018
H -2.820 -2.810 -1.357
H -1.606 -0.435 -2.525
H -3.282 -1.134 -3.052
H -1.523 2.453 1.557
H 0.231 4.709 2.484
H 0.663 5.793 -1.453
H -0.392 4.840 -0.144
H 0.479 3.837 -1.523
C 1.188 0.742 -5.945
C 1.062 1.905 -5.002
O 2.034 2.382 -4.419
N -0.178 2.434 -4.798
C -1.431 2.018 -5.382
H 2.234 0.430 -6.004
H 0.597 -0.102 -5.579
H 0.857 1.034 -6.945
H -0.183 3.213 -4.150
H -1.850 2.869 -5.926
H -2.109 1.741 -4.570
H -1.314 1.174 -6.062
C -4.056 -5.243 2.560
C -2.907 -4.285 2.701
O -1.760 -4.588 2.378
N -3.165 -3.044 3.204
C -4.432 -2.504 3.637
H -3.695 -6.189 2.146
H -4.500 -5.442 3.540
H -4.806 -4.832 1.879
H -2.343 -2.456 3.269
H -4.642 -1.613 3.040
H -4.338 -2.219 4.687
H -5.250 -3.217 3.525
C 1.344 -2.945 4.681
C 2.493 -1.986 4.822
O 3.640 -2.289 4.499
N 2.235 -0.745 5.326
C 0.968 -0.205 5.758
H 1.705 -3.890 4.267
H 0.900 -3.144 5.661
H 0.594 -2.533 4.000
H 3.057 -0.157 5.390
H 0.758 0.686 5.161
H 1.062 0.080 6.808
H 0.150 -0.919 5.646

The calculation puts the LUMO energy at -4.734 eV. Its charge is +1. Its HOMO energy is -0.3887 Eh.

=====

Formula: C23H43Br2N2O9P
Source: the OMol25 dataset
Level of theory: ωB97M-V/def2-TZVPD

Cartesian coordinates (Å):
C -0.914 3.289 0.497
C -0.006 2.756 -0.613
C -0.847 2.059 -1.691
C -0.482 0.594 -2.097
C -0.616 0.510 -3.564
N -0.711 0.460 -4.697
C 0.979 0.024 -1.802
C 1.033 -1.238 -2.570
N 1.120 -2.244 -3.099
C 1.361 -0.375 -0.326
C 0.354 -0.484 0.787
C -0.269 -1.719 0.952
C -1.181 -1.943 1.967
C -1.487 -0.942 2.878
C -0.857 0.290 2.738
C 0.053 0.506 1.712
C 2.131 0.850 -2.454
Br 1.778 2.502 -3.351
C 3.402 0.428 -2.474
C 3.937 -0.853 -1.913
Br 4.794 1.445 -3.287
P -1.972 -0.389 -1.528
O -2.471 0.018 -0.222
O -3.068 0.029 -2.641
O -1.791 -1.958 -1.684
H -1.487 2.454 0.898
H -1.641 3.983 0.085
H -0.318 3.719 1.296
H 0.442 3.634 -1.069
H 0.821 2.181 -0.217
H -0.824 2.666 -2.585
H -1.884 2.084 -1.376
H 2.162 0.289 -0.009
H 1.827 -1.348 -0.390
H -0.051 -2.534 0.275
H -1.670 -2.899 2.080
H -2.177 -1.072 3.695
H -1.036 1.093 3.438
H 0.542 1.468 1.667
H 5.003 -0.924 -2.098
H 3.493 -1.728 -2.376
H 3.822 -0.930 -0.841
H -3.121 -0.662 -3.317
H -1.712 -2.194 -2.629
C -0.232 5.834 3.624
O 0.175 4.465 3.546
H -1.162 5.938 3.071
H -0.400 6.121 4.665
H 0.521 6.489 3.182
H 0.996 4.381 4.039
C -0.972 -5.512 -1.021
O 0.134 -5.095 -0.226
H -1.781 -5.780 -0.347
H -1.307 -4.704 -1.676
H -0.710 -6.384 -1.626
H 0.847 -4.859 -0.827
C -3.709 3.276 4.354
O -2.561 3.685 5.091
H -4.480 2.998 5.068
H -4.083 4.092 3.729
H -3.481 2.413 3.722
H -1.882 3.927 4.453
C -3.347 -1.404 7.142
O -3.353 -1.856 5.791
H -2.323 -1.155 7.403
H -3.971 -0.514 7.258
H -3.706 -2.187 7.816
H -4.259 -2.077 5.562
C 8.780 -0.611 -3.242
O 7.909 -0.104 -4.245
H 9.740 -0.814 -3.709
H 8.924 0.120 -2.441
H 8.391 -1.542 -2.818
H 7.060 0.076 -3.832
C -2.212 -4.007 -5.319
O -1.527 -3.009 -4.561
H -2.446 -4.830 -4.649
H -3.141 -3.611 -5.737
H -1.577 -4.373 -6.127
H -1.315 -2.283 -5.159

The calculation puts the LUMO energy at 0.219 eV. Its charge is 0. Its HOMO energy is -0.3268 Eh.

=====

Formula: C23H43N2OP3PdSe
Source: the OMol25 dataset
Level of theory: ωB97M-V/def2-TZVPD

Cartesian coordinates (Å):
Pd -0.675 -0.352 -1.040
P -3.000 -0.207 -0.692
P 0.170 -2.389 -0.276
P -0.119 2.291 -0.407
H 4.159 -0.858 -1.070
C 4.292 0.044 -0.458
C 3.951 0.088 0.844
H 3.483 -0.742 1.375
C -4.038 -0.117 -2.236
C -3.753 -1.676 0.118
C -3.828 1.079 0.337
C 1.911 -2.936 -0.176
C -0.501 -3.173 1.227
C -0.483 -3.490 -1.558
C 1.613 2.801 -0.368
C -0.788 2.944 1.123
C -0.932 3.121 -1.754
H 4.664 0.909 -0.985
H 4.210 0.971 1.446
H -5.073 -0.161 -1.801
H -3.866 -0.992 -2.914
H -3.947 0.850 -2.798
H -4.839 -1.612 -0.064
H -3.559 -1.630 1.203
H -3.338 -2.588 -0.335
H -4.912 0.874 0.264
H -3.605 2.085 -0.061
H -3.520 0.963 1.392
H 1.960 -4.005 -0.435
H 2.281 -2.808 0.850
H 2.540 -2.388 -0.886
H -0.308 -4.255 1.173
H -1.579 -2.998 1.326
H 0.037 -2.766 2.090
H -0.033 -4.470 -1.386
H -0.192 -3.086 -2.538
H -1.574 -3.552 -1.488
H 1.617 3.853 -0.657
H 2.186 2.193 -1.080
H 1.968 2.616 0.656
H -0.683 4.040 1.050
H -0.174 2.562 1.949
H -1.847 2.694 1.263
H -0.561 4.152 -1.693
H -2.020 3.150 -1.602
H -0.685 2.652 -2.713
C 0.958 -0.130 -4.477
C 2.303 -0.280 -4.086
C 3.317 -0.153 -5.035
C 3.040 0.185 -6.364
C 1.712 0.414 -6.736
C 0.695 0.320 -5.790
Se -0.605 -0.628 -3.485
H 0.478 0.888 -0.486
H 2.522 -0.515 -3.052
H 4.343 -0.326 -4.739
H 3.837 0.281 -7.098
H 1.465 0.671 -7.764
H -0.324 0.556 -6.077
N 0.680 0.997 7.655
C -0.248 0.194 7.031
O -1.017 -0.522 7.666
C -0.192 0.209 5.527
C 0.879 0.742 4.800
C 0.863 0.691 3.394
N -0.163 0.186 2.681
C -1.152 -0.401 3.379
C -1.197 -0.412 4.778
H 0.601 1.050 8.655
H 1.161 1.734 7.171
H 1.734 1.208 5.282
H 1.703 1.109 2.832
H -1.975 -0.871 2.832
H -2.029 -0.877 5.291

The calculation puts the LUMO energy (spin up / spin down) at -11.533 / -15.013 eV. The value obtained for the energy relative to the best compared isomer or geometry (same formula, charge and spin) is 0.000 eV. Its charge is +4. The spin multiplicity is 5. Its HOMO energy (spin up / spin down) is -0.7043 / -0.7136 Eh.